[1]
69
Properties=species:S:1:pos:R:3 method="wB97M-V/def2-TZVPD" lumo_ev=3.85 charge=-2 homo_lumo_gap_ev=3.447
Pd -0.5397 0.1823 0.4778
C 3.9186 -1.1137 -2.6074
C 2.5258 -1.1613 -2.6874
C 1.7176 -0.8264 -1.6153
C 2.2576 -0.3855 -0.3729
C 3.6855 -0.3931 -0.2859
C 4.4642 -0.7336 -1.3771
N 1.4564 0.0092 0.6255
N 2.1257 0.1763 1.8552
C 1.4031 0.2147 2.9391
C 2.1216 0.2574 4.2082
C 1.4539 0.2387 5.3878
C 0.0319 0.1966 5.4124
C -0.5829 0.1980 4.1747
N 0.0199 0.2213 2.9916
H 4.5456 -1.3813 -3.4490
H 2.0504 -1.4930 -3.6069
H 0.6417 -0.9217 -1.6944
H 4.1333 -0.1072 0.6533
H 5.5456 -0.7019 -1.2647
H 3.2042 0.2698 4.1640
H 2.0154 0.2472 6.3190
H -0.5429 0.1857 6.3285
H -1.6745 0.1972 4.1290
C -4.4024 0.0977 -1.9272
As -2.6579 0.6520 -1.3378
C -2.7490 2.5494 -1.6247
C -1.5695 0.0726 -2.8038
O -2.6454 0.2210 0.3011
H -4.5952 0.4610 -2.9365
H -5.1346 0.4982 -1.2283
H -4.4383 -0.9907 -1.9047
H -3.4228 2.7091 -2.4687
H -1.7614 2.9485 -1.8419
H -3.1318 3.0252 -0.7247
H -2.1720 0.2780 -3.6918
H -1.3556 -0.9852 -2.6859
H -0.6515 0.6561 -2.8095
C 2.0620 4.6194 -2.0265
C 2.0323 3.2124 -2.2052
C 1.2470 2.4394 -1.4011
C 0.4403 2.9996 -0.3711
C -0.3991 2.1776 0.4424
C -1.1659 2.8160 1.3896
C -1.1372 4.2209 1.5680
C -0.3402 5.0103 0.7910
C 0.4683 4.4093 -0.2060
C 1.2996 5.1944 -1.0532
H 2.6940 5.2345 -2.6577
H 2.6472 2.7427 -2.9636
H 1.2435 1.3648 -1.5191
H -1.8044 2.2208 2.0294
H -1.7500 4.6693 2.3440
H -0.3022 6.0863 0.9290
H 1.3128 6.2704 -0.9065
Br -1.3613 -7.7418 -2.0724
C -1.1121 -6.4745 -0.6642
C -0.8120 -6.9374 0.6024
C -0.6292 -6.0091 1.6183
C -0.7409 -4.6471 1.3588
C -1.0553 -4.2056 0.0827
C -1.2436 -5.1242 -0.9412
C -1.2031 -2.7111 -0.2125
O -0.6890 -1.9750 0.6689
O -1.8196 -2.4132 -1.2478
H -0.7196 -7.9991 0.7881
H -0.3862 -6.3523 2.6169
H -0.5679 -3.9028 2.1256
H -1.4986 -4.7631 -1.9276

[2]
93
Properties=species:S:1:pos:R:3 method="wB97M-V/def2-TZVPD" lumo_ev=-2.72 charge=+1 homo_lumo_gap_ev=9.130
C 3.1887 2.8543 -1.4623
C 1.9356 1.9891 -1.3438
C 0.6787 2.4211 -2.1580
N 0.9253 3.3758 -3.2328
C 0.8573 4.7776 -2.9101
C -0.5558 5.0676 -2.4746
N -0.7515 4.3326 -1.1768
C -0.5055 2.8248 -1.2395
C -1.8272 2.1314 -1.5814
N -2.2949 2.4252 -2.9203
H 3.0338 3.8984 -1.1880
H 3.6251 2.8086 -2.4605
H 3.9263 2.4327 -0.7802
H 2.2051 0.9846 -1.6729
H 1.6773 1.8836 -0.2862
H 0.3098 1.5228 -2.6605
H 1.7579 3.1258 -3.7502
H 1.0925 5.3715 -3.7924
H 1.5466 5.0972 -2.1083
H -0.7430 6.1260 -2.2961
H -1.2727 4.6579 -3.1816
H -0.1089 4.7407 -0.4956
H -1.6936 4.4813 -0.8133
H -0.2542 2.5471 -0.2150
H -1.6536 1.0654 -1.4107
H -2.5832 2.4293 -0.8443
H -2.2624 1.6392 -3.5521
H -3.2283 2.8124 -2.9407
C 6.8556 0.5627 0.3768
Cl 5.1789 0.1635 -0.0492
Cl 7.1425 2.3029 0.3983
H 7.0395 0.1485 1.3594
H 7.5038 0.1148 -0.3664
C 3.6840 -2.8732 -1.4906
Cl 3.6571 -3.5424 -3.1256
Cl 2.3627 -1.7204 -1.2129
H 3.5718 -3.6819 -0.7775
H 4.6180 -2.3416 -1.3559
C 7.5529 -3.4216 2.6790
Cl 5.8547 -3.6073 2.2238
Cl 8.0347 -1.7183 2.7815
H 7.6990 -3.8683 3.6545
H 8.1669 -3.8987 1.9255
C 2.1078 -4.3128 3.2815
Cl 0.7758 -5.4751 3.2410
Cl 2.2659 -3.4014 1.7726
H 1.8903 -3.6243 4.0876
H 3.0253 -4.8622 3.4543
C 0.3266 -5.4131 -2.2002
Cl 0.7969 -5.5937 -0.5044
Cl -1.2234 -4.5750 -2.3781
H 1.0837 -4.8273 -2.7035
H 0.2294 -6.3998 -2.6359
C 3.7284 3.9122 -6.5169
Cl 3.4567 2.4889 -5.4790
Cl 4.9032 3.5890 -7.7814
H 2.7811 4.1676 -6.9759
H 4.1029 4.7114 -5.8889
C 1.5956 -4.3578 7.5033
Cl 1.2183 -2.9736 6.4622
Cl 2.1413 -5.7617 6.5781
H 2.3853 -4.0679 8.1849
H 0.6852 -4.6302 8.0214
C -2.5493 -6.9830 4.6686
Cl -1.9538 -7.2721 6.3059
Cl -4.0693 -6.0740 4.6727
H -1.8113 -6.3948 4.1385
H -2.7243 -7.9384 4.1899
C -5.0435 5.6237 -4.6710
Cl -5.1795 4.0058 -3.9473
Cl -3.9009 5.6607 -6.0082
H -6.0261 5.9002 -5.0343
H -4.7015 6.3061 -3.9030
C -1.2435 -6.6151 10.9944
Cl -0.9675 -5.5160 12.3447
Cl -0.0655 -6.3852 9.6867
H -1.1450 -7.6332 11.3495
H -2.2294 -6.4251 10.5881
C -5.1291 -5.5765 8.1949
Cl -6.2218 -4.2221 8.5104
Cl -3.7735 -5.6246 9.3342
H -5.6904 -6.4965 8.3002
H -4.7279 -5.4630 7.1956
C -8.7085 2.4713 -2.7935
Cl -10.2723 1.8185 -3.2757
Cl -8.6915 4.2431 -2.7680
H -8.4840 2.1211 -1.7935
H -7.9649 2.1420 -3.5096
C -4.1469 8.5372 -8.9485
Cl -3.5214 10.1476 -9.3037
Cl -5.3237 8.5449 -7.6256
H -4.6409 8.1553 -9.8333
H -3.3165 7.9066 -8.6543

[3]
54
Properties=species:S:1:pos:R:3 method="wB97M-V/def2-TZVPD" lumo_ev=0.21 homo_lumo_gap_ev=10.133
C 0.6739 0.3529 -0.5026
C 1.1542 -0.9686 -1.1743
C 2.2231 -1.7693 -0.4167
O 1.6033 -2.3604 0.7369
N 1.7286 1.4502 -0.6389
C 1.2586 2.5739 -1.3802
O 0.9291 2.1776 -2.7150
H -0.3059 0.6418 -0.9152
H 0.7440 0.1127 0.5736
H 1.4579 -0.7364 -2.2011
H 0.2309 -1.5666 -1.2645
H 2.6605 -2.6183 -0.9470
H 2.9546 -1.0576 -0.0008
H 1.7687 -1.6872 1.4830
H 2.3802 0.9631 -1.2842
H 0.3956 3.0413 -0.9089
H 2.0393 3.3318 -1.4291
H 1.0554 2.8467 -3.4023
H -0.7380 0.2797 -3.9394
H -1.9354 -0.5469 -3.8208
O -1.0428 -0.4838 -3.4380
H 3.2010 1.4124 0.9232
H 4.4105 1.0653 1.7849
O 3.7668 0.6677 1.1775
H -0.5812 -2.3676 4.2851
H -1.2692 -3.4938 3.4987
O -1.4130 -2.8457 4.2148
H 2.6046 -0.4143 2.3183
H 1.3085 -0.2650 2.9889
O 2.0236 -0.9370 2.9127
H -2.9711 2.1530 0.7001
H -2.6063 2.7222 2.0712
O -2.2195 2.3356 1.3016
H -1.5196 -1.1402 -0.3267
H -1.9090 -2.1713 0.7046
O -2.2872 -1.5982 0.0346
H -1.2560 -0.1920 2.7990
H -1.0964 1.1755 2.2732
O -0.5436 0.4262 2.5447
H -3.6372 -0.8309 0.6181
H -5.0752 -0.7955 0.5075
O -4.3808 -0.2182 0.8779
H 4.4855 0.8041 -1.1295
H 4.0178 0.1979 -2.3198
O 4.2640 1.0723 -2.0237
H -0.0190 -3.2458 1.3360
H -1.1151 -4.2854 1.1852
O -0.8800 -3.4779 1.6700
H -0.8338 2.0328 -2.7785
H -2.1394 2.8781 -2.6117
O -1.7752 2.1083 -3.0393
H -3.7927 0.9944 -0.2865
H -2.8702 1.1466 -1.5594
O -3.5269 1.5957 -1.0011

[4]
9
Properties=species:S:1:pos:R:3 method="wB97M-V/def2-TZVPD" lumo_ev=-0.30 homo_lumo_gap_ev=9.433 smiles="C=NC#N.S"
C -1.5437 1.5377 -0.0652
N -1.1458 0.3540 0.1022
C -1.7849 -0.7676 0.1586
N -2.2399 -1.8169 0.0378
H -0.7403 2.2142 -0.2212
H -2.6675 1.7235 0.1039
S 2.8484 -0.9601 0.0364
H 3.3667 -1.8174 -0.8492
H 3.9070 -0.4673 0.6968

[5]
65
Properties=species:S:1:pos:R:3 method="wB97M-V/def2-TZVPD" lumo_ev=0.18 homo_lumo_gap_ev=9.048 smiles="CCCn1c(SCC(=O)Nc2cccc(S(=O)(=O)NC3=NCCCCC3)c2)nc2ccccc2c1=O"
C 0.9749 5.5309 -1.7238
C 1.9123 4.4266 -2.1967
C 1.1877 3.0904 -2.3761
N 0.5692 2.6255 -1.1469
C 1.2928 2.0302 -0.1690
S 2.9928 1.7210 -0.5225
C 3.6624 1.1255 1.0676
C 3.4542 -0.3733 1.2769
O 4.3518 -1.1755 1.1751
N 2.1631 -0.6442 1.5889
C 1.5407 -1.8689 1.7825
C 2.2087 -3.0923 1.8401
C 1.4912 -4.2631 2.0189
C 0.1075 -4.2446 2.1296
C -0.5395 -3.0261 2.0710
S -2.3221 -2.9000 2.1450
O -2.9061 -4.1628 1.8127
O -2.7209 -2.2595 3.3613
N -2.6741 -1.7632 0.9487
C -2.0872 -1.7262 -0.3024
N -1.8143 -0.5810 -0.7725
C -1.2918 -0.4402 -2.1069
C 0.1001 -1.0535 -2.2928
C 0.0565 -2.5580 -2.5484
C -0.4495 -3.3655 -1.3545
C -1.9028 -3.0629 -0.9700
C 0.1517 -1.8478 1.9115
N 0.8275 1.6594 0.9764
C -0.5152 1.8042 1.2232
C -1.0395 1.3719 2.4461
C -2.4004 1.4100 2.6560
C -3.2577 1.9027 1.6722
C -2.7485 2.3740 0.4831
C -1.3744 2.3273 0.2467
C -0.8227 2.8073 -1.0121
O -1.4578 3.3257 -1.9038
H 0.6005 5.3219 -0.7234
H 1.4982 6.4833 -1.6975
H 0.1218 5.6192 -2.3918
H 2.7340 4.3088 -1.4879
H 2.3417 4.6968 -3.1624
H 1.8817 2.3246 -2.7332
H 0.3747 3.2109 -3.0968
H 3.1949 1.7099 1.8584
H 4.7300 1.3350 1.0091
H 1.5318 0.1722 1.5637
H 3.2814 -3.1129 1.7351
H 2.0183 -5.2036 2.0621
H -0.4715 -5.1458 2.2453
H -2.8493 -0.8460 1.3387
H -1.2519 0.6350 -2.3001
H -1.9791 -0.8826 -2.8393
H 0.7007 -0.8476 -1.4026
H 0.5822 -0.5672 -3.1441
H -0.5802 -2.7527 -3.4151
H 1.0640 -2.9018 -2.7954
H 0.2041 -3.1865 -0.4991
H -0.3810 -4.4268 -1.6032
H -2.2824 -3.8365 -0.3042
H -2.5149 -3.0654 -1.8781
H -0.3878 -0.9159 1.8639
H -0.3702 1.0098 3.2123
H -2.8045 1.0455 3.5886
H -4.3217 1.9194 1.8510
H -3.3862 2.7750 -0.2891

[6]
27
Properties=species:S:1:pos:R:3 method="wB97M-V/def2-TZVPD" lumo_ev=0.75 homo_lumo_gap_ev=10.188 smiles="CC(C)[C@@H](C(N)=O)[SiH](C)C"
C -1.7641 -1.7013 0.4061
C -1.7615 -0.2483 0.0173
C -2.6988 0.4325 1.1179
C -0.2884 0.3888 0.0889
C 0.5695 0.2013 1.3271
N 1.1055 1.2224 1.8832
O 0.6470 -0.8798 1.9082
Si 0.8676 0.0986 -1.4440
C 1.7648 -1.5138 -1.2096
C 2.1526 1.5216 -1.6277
H -1.5119 -2.3082 -0.5005
H -2.6928 -2.0772 0.8287
H -0.8909 -1.7140 1.0232
H -2.2346 -0.0727 -0.9029
H -2.1739 0.4502 1.9556
H -2.7411 1.4890 0.6590
H -3.7012 0.0123 1.2516
H -0.5528 1.6767 0.2615
H 1.2162 2.1092 1.3925
H 1.6208 0.9492 2.7231
H 0.0286 0.0188 -2.7353
H 1.4804 -2.0752 -0.2676
H 1.6615 -2.1794 -2.2112
H 2.7963 -1.1457 -1.1295
H 3.0658 1.1212 -1.1436
H 2.3835 1.8641 -2.6626
H 1.6518 2.3595 -1.0091